Below is a structure of composition C30H32BF5N8SSeTi, with properties calculated with ωB97M-V/def2-TZVPD.

Each line ends with the Löwdin charge.
CARTESIAN COORDINATES (ANGSTROEM)
C1 0.122 -3.142 -1.312  -0.54
N1 1.491 -2.173 3.158  -0.18
F1 2.396 -5.979 -1.320  0.15
C2 2.916 0.809 0.913  -0.23
C3 -0.959 -5.085 -0.338  -0.14
C4 -0.243 1.902 -4.249  -0.36
H1 -1.929 0.737 2.645  0.08
C5 -0.045 2.596 -2.930  -0.23
C6 -0.979 -3.760 -0.736  -0.26
H2 -0.683 2.678 -4.882  0.14
C7 0.185 -5.842 -0.534  -0.13
C8 -2.471 3.032 1.474  -0.04
C9 -0.234 -0.038 5.512  -0.05
N2 0.176 3.124 -0.836  -0.03
H3 -4.469 -2.006 0.759  0.09
H4 -4.613 2.493 1.563  0.12
C10 1.938 2.292 2.229  -0.03
S1 0.102 -1.464 -1.869  0.73
H5 2.855 -1.435 -0.925  0.01
H6 -0.711 -0.184 -3.904  0.00
H7 4.416 -1.023 -1.612  0.10
H8 0.977 1.112 -5.854  0.09
F2 -2.106 -3.072 -0.537  0.09
C11 0.253 4.269 -1.521  -0.03
C12 1.114 1.520 -4.853  -0.05
C13 1.298 -5.260 -1.123  -0.14
C14 -1.165 0.567 4.606  -0.03
H9 -2.091 0.897 -3.662  0.07
C15 4.684 -0.985 1.138  -0.05
H10 5.544 -1.415 0.626  0.09
C16 -1.181 0.293 3.278  -0.01
H11 5.041 -0.519 2.057  0.08
C17 0.139 3.982 -2.858  0.01
H12 -2.341 3.980 1.968  0.14
N3 -1.850 1.249 0.337  0.00
H13 -2.679 -0.769 -1.455  0.02
C18 0.659 -0.951 5.073  0.00
H14 3.069 0.109 -1.754  0.08
F3 0.216 -7.112 -0.160  0.16
C19 -4.014 0.004 0.086  -0.34
C20 3.992 0.021 0.216  -0.35
H15 -1.516 0.521 -5.286  0.09
H16 -1.899 1.257 5.000  0.12
H17 4.739 0.787 -0.026  0.15
H18 1.600 0.757 -4.241  0.08
H19 1.781 2.379 -4.922  0.08
C21 -3.877 -1.152 1.084  -0.05
N4 1.705 1.077 0.398  -0.01
H20 3.955 1.563 2.724  0.12
H21 -4.222 -0.853 2.075  0.09
N5 -0.010 2.068 -1.694  0.04
C22 -3.176 1.161 0.534  -0.25
H22 -5.047 0.357 0.124  0.14
Ti1 -0.089 0.278 -0.342  0.81
H23 -3.858 0.416 -2.038  0.08
H24 -2.839 -1.474 1.166  0.05
C23 0.671 -1.282 3.680  -0.36
N6 -0.100 -1.017 1.473  -0.28
B1 -0.003 2.981 0.677  -0.50
H25 1.356 -1.448 5.733  0.12
F4 2.347 -3.407 -2.063  0.09
H26 0.152 4.669 -3.684  0.12
F5 -2.030 -5.635 0.224  0.14
C24 -1.197 0.717 -4.262  -0.07
H27 -0.268 0.225 6.560  0.11
N7 -1.427 2.408 0.926  -0.03
C25 -0.232 -0.638 2.755  -0.32
N8 1.116 2.021 1.206  -0.02
C26 -3.706 -0.415 -1.348  -0.05
H28 4.018 -1.802 1.416  0.04
C27 1.254 -3.930 -1.505  -0.28
C28 -3.606 2.273 1.258  0.02
C29 3.085 1.543 2.093  0.03
C30 3.550 -0.614 -1.092  -0.07
H29 -4.359 -1.233 -1.648  0.09
H30 0.373 5.206 -1.004  0.13
H31 1.673 3.042 2.955  0.14
Se1 1.177 -2.292 1.451  1.28
H32 0.089 4.033 1.230  0.13

The value obtained for the orbital gap (alpha / beta) is 7.2 / 7.2 eV. The multiplicity is 2. As for the molar mass: 769.34 g/mol. Its net charge is +1.



Below is a structure of composition C30H32Cl2N2OPSn, with properties calculated with ωB97M-V/def2-TZVPD.

Each line ends with the Löwdin charge.
CARTESIAN COORDINATES (ANGSTROEM)
H1 6.701 -3.866 0.382  0.13
H2 -6.093 1.354 -2.262  0.09
H3 6.369 -2.862 -3.802  0.13
C1 2.448 5.605 -1.089  -0.04
H4 -4.114 -1.505 -2.312  0.11
H5 -0.940 5.148 2.097  0.13
H6 3.219 6.281 -1.432  0.12
P1 -0.782 2.778 0.476  0.94
N1 -4.742 0.294 1.176  -0.08
C2 -0.814 2.143 4.533  -0.07
H7 -6.469 -0.845 0.750  0.11
C3 2.734 4.672 -0.097  -0.06
Cl1 -0.426 0.306 2.617  0.66
H8 4.919 -0.938 -3.244  0.14
H9 -3.317 1.446 2.217  0.06
H10 -6.211 -0.444 2.441  0.10
H11 -3.266 3.967 1.663  0.11
Cl2 7.605 -4.731 -2.123  0.92
C4 -3.417 3.790 0.606  -0.07
H12 -5.415 4.562 0.633  0.12
C5 -3.909 0.541 2.350  -0.02
C6 1.744 3.815 0.347  -0.10
C7 -6.149 0.655 -1.428  -0.01
O1 -2.852 0.075 -0.048  -0.36
C8 -2.614 3.049 -1.545  -0.13
C9 -4.130 -0.415 -2.354  0.00
C10 4.297 -0.169 -0.768  0.21
C11 -3.823 3.395 -2.122  -0.06
H13 -0.826 4.922 -1.597  0.10
C12 -4.149 0.199 -0.013  -0.42
C13 -0.996 4.517 4.145  -0.02
C14 -0.800 3.011 2.264  -0.39
H14 -6.537 1.194 -0.576  0.07
H15 -6.827 -0.155 -1.694  0.11
C15 6.290 -3.213 -0.375  -0.05
H16 3.973 0.531 -1.529  0.10
H17 -3.115 -0.039 -2.453  0.07
C16 -2.398 3.260 -0.179  -0.39
C17 5.495 -2.161 -0.059  0.04
C18 4.978 -1.291 -1.089  -0.26
N2 -4.799 0.146 -1.177  -0.09
H18 -1.820 2.658 -2.177  0.11
C19 -0.727 1.959 3.168  -0.60
H19 -0.749 1.302 5.210  0.12
C20 6.099 -2.636 -2.780  -0.05
C21 -4.634 4.127 0.023  -0.04
H20 -6.813 0.798 1.351  0.10
C22 6.603 -3.450 -1.736  -0.59
C23 0.170 4.832 -1.185  -0.06
H21 -1.021 3.597 6.085  0.13
H22 -4.688 -0.111 -3.235  0.10
H23 0.949 6.421 -2.387  0.12
C24 -6.147 -0.058 1.428  0.00
C25 0.457 3.895 -0.196  -0.37
H24 -5.771 4.234 -1.788  0.13
H25 -3.253 -0.306 2.552  0.08
H26 4.115 0.103 0.265  0.10
C26 5.304 -1.584 -2.465  0.04
C27 1.172 5.684 -1.627  -0.04
H27 3.724 4.630 0.337  0.12
H28 -1.088 5.523 4.531  0.13
C28 -0.958 3.437 5.017  -0.01
H29 1.958 3.111 1.146  0.11
Sn1 -0.827 0.155 -0.145  1.12
C29 -0.913 4.306 2.779  -0.06
H30 -3.972 3.262 -3.186  0.12
H31 -4.560 0.689 3.206  0.11
H32 5.256 -1.949 0.976  0.14
C30 -4.833 3.940 -1.335  -0.05

The value obtained for the orbital gap is 6.5 eV. As for the molar mass: 657.19 g/mol. Its net charge is +3.



Below is a structure of composition C30H32CrN3O5S in a non-equilibrium geometry, with properties calculated with ωB97M-V/def2-TZVPD.

Each line ends with the Löwdin charge.
CARTESIAN COORDINATES (ANGSTROEM)
H1 1.251 6.281 -1.917  0.08
C1 2.913 -0.718 0.344  -0.27
H2 -1.305 -5.552 -2.722  0.10
C2 -0.971 -2.460 1.945  -0.31
H3 -1.831 3.919 -4.189  0.11
C3 -1.327 -4.470 -2.772  -0.08
H4 -2.728 -0.539 4.187  0.11
O1 1.636 -1.383 -2.839  -0.09
C4 -1.489 -0.041 1.823  -0.33
C5 -1.862 -2.464 -3.980  -0.04
H5 -2.251 -4.444 -4.709  0.10
H6 -0.420 -4.221 -0.845  0.09
C6 -1.193 -0.285 -2.918  -0.49
H7 -2.307 -6.955 4.318  0.09
C7 -1.206 2.153 -3.128  -0.45
C8 -0.817 -2.331 -1.769  -0.13
H8 3.950 -0.415 2.187  0.07
H9 3.940 -1.358 -2.873  0.07
C9 2.936 -0.991 -1.056  -0.27
C10 -0.518 1.646 -2.023  -0.26
C11 -1.931 -6.160 3.681  -0.07
H10 -0.836 -4.587 2.066  0.11
C12 -0.405 5.804 0.232  -0.05
O2 -0.132 -2.416 0.976  -0.12
H11 0.674 3.557 1.387  0.08
S1 -1.878 0.837 -4.049  1.14
C13 -2.312 -1.419 3.718  -0.02
H12 -2.337 -6.275 2.673  0.10
C14 -1.855 -3.846 -3.898  -0.08
H13 4.591 0.017 -1.966  0.09
C15 -1.265 -3.713 2.537  0.06
H14 2.186 3.532 0.459  0.09
H15 1.796 4.917 1.483  0.09
Cr1 0.106 -1.044 -0.492  0.89
C16 4.167 -0.668 1.154  0.01
H16 -0.840 -6.216 3.637  0.10
H17 -2.097 1.981 1.692  0.09
C17 -1.834 1.271 2.473  0.02
N1 1.727 -0.534 0.823  -0.06
C18 4.185 -0.995 -1.879  -0.02
H18 -2.644 1.201 3.194  0.07
H19 -0.777 5.431 -2.588  0.11
H20 0.635 2.069 -0.291  0.10
H21 2.478 5.067 -1.541  0.09
H22 4.950 -1.635 -1.438  0.08
C19 -2.042 -3.800 3.665  -0.28
C20 1.709 5.709 -1.110  -0.04
C21 -0.693 4.364 -2.422  -0.03
H23 -0.891 6.394 -0.545  0.08
N2 -0.530 0.271 -1.940  0.00
H24 0.997 -1.065 2.458  0.08
C22 -2.553 -2.634 4.281  -0.01
O3 -2.367 -4.951 4.274  -0.06
C23 -1.298 3.523 -3.334  -0.07
H25 2.189 6.413 -0.426  0.08
H26 -1.172 5.229 0.754  0.09
H27 -2.249 -1.963 -4.861  0.10
C24 -0.822 -3.718 -1.718  -0.08
O4 1.642 -0.389 2.207  -0.02
H28 4.661 -1.641 1.114  0.10
N3 1.740 -1.193 -1.594  -0.19
H29 4.855 0.066 0.734  0.09
H30 0.051 6.496 0.944  0.08
O5 -1.154 0.023 0.613  -0.06
C25 -1.334 -1.725 -2.927  -0.24
H31 -0.941 1.630 2.991  0.10
H32 -3.144 -2.739 5.180  0.12
C26 0.669 4.872 -0.350  -0.56
C27 0.017 3.880 -1.308  -0.16
C28 1.373 4.168 0.812  -0.06
C29 -1.564 -1.281 2.523  -0.10
C30 0.102 2.512 -1.121  0.06

The value obtained for the orbital gap (alpha / beta) is 7.2 / 7.4 eV. The multiplicity is 2. As for the molar mass: 598.66 g/mol.